1.
Here is a molecular structure, C4H8N2S from OMol25. Energies are from ωB97M-V/def2-TZVPD.

net charge	0
energy above the lowest of the compared OMol25 structures with the same formula, charge and spin	83.2	kcal per mole
lowest unoccupied orbital energy	0.011	hartree

Cartesian coordinates (Å):
C 1.687 0.687 -0.079
C 1.152 2.021 -0.389
C -2.910 -0.544 -0.054
C -2.195 -1.607 0.249
N 2.349 0.240 0.933
N 2.315 -1.107 0.613
S 1.573 -0.852 -0.949
H 1.511 2.722 0.361
H 0.062 2.000 -0.374
H 1.475 2.350 -1.376
H -2.605 0.161 -0.812
H 3.192 -1.614 0.684
H -3.842 -0.324 0.442
H -2.501 -2.311 1.002
H -1.263 -1.822 -0.250

Population analysis type Löwdin, resulting atomic charges in e:
1. C -0.668
2. C -0.081
3. C -0.081
4. C -0.077
5. N -0.062
6. N -0.358
7. S 0.888
8. H 0.083
9. H 0.074
10. H 0.077
11. H 0.038
12. H 0.075
13. H 0.041
14. H 0.044
15. H 0.008

***

2.
Here is a single C4H8N2S2 molecule at a distorted geometry from OMol25. Energies are from ωB97M-V/def2-TZVPD.

net charge	0
energy above the lowest of the compared OMol25 structures with the same formula, charge and spin	54.1	kcal per mole
lowest unoccupied orbital energy	0.028	hartree

Cartesian coordinates (Å):
C 3.034 -3.158 -0.676
N 2.485 -2.081 -0.226
S 0.694 -2.227 -0.057
C 0.540 -0.411 -0.211
N -0.592 0.150 0.031
S -0.664 1.869 -0.034
C -2.328 2.015 0.582
C -2.638 3.511 0.528
H 4.229 -3.131 -0.671
H 2.485 -4.146 -0.788
H 1.471 0.124 -0.310
H -2.289 1.592 1.605
H -3.029 1.474 0.008
H -1.918 4.055 1.213
H -2.672 3.945 -0.511
H -3.655 3.585 0.930

Population analysis type Löwdin, resulting atomic charges in e:
1. C -0.196
2. N -0.349
3. S 0.833
4. C -0.577
5. N -0.375
6. S 0.848
7. C -0.578
8. C -0.203
9. H 0.107
10. H 0.068
11. H 0.053
12. H 0.081
13. H 0.056
14. H 0.082
15. H 0.083
16. H 0.065